DFT (ωB97M-V/def2-TZVPD) results for an isolated ion of composition C5H10N and charge +1.

Positions of all 16 atoms, in Å:
C (0.66719, -1.11465, -0.55585)
H (1.52710, -1.08383, -1.32001)
H (0.21728, 0.97263, -1.15732)
H (2.10186, 1.08881, -0.02694)
H (-0.17290, -1.84576, -0.96432)
H (0.99265, -1.32209, 0.48599)
H (0.85397, 2.03347, 0.69555)
H (-1.34208, 1.55033, 0.54115)
H (1.30618, 0.47036, 1.53942)
H (-2.50720, -1.36159, 1.36702)
C (-2.45731, -0.16252, -0.55021)
N (0.25452, 0.31401, -0.32763)
H (-2.86537, -0.21354, -1.48258)
C (1.24486, 0.96020, 0.52484)
C (-2.19231, -0.66742, 0.64153)
C (-1.36118, 0.45052, 0.22458)

Output
* HOMO: -15.0 eV
* energy: -6826.932 eV
* structure (SMILES): C[NH+](C)C1C=C1
* charge: +1
* Kohn-Sham gap: 11.91 eV
* multiplicity: 1

Atom charges from the Löwdin analysis, given in e for atoms 1 to 5: C -0.014; H 0.129; H 0.192; H 0.073; H 0.140



DFT (ωB97M-V/def2-TZVPD) results for one molecule with the formula C5H7NOS.

Positions of all 15 atoms, in Å:
C (-0.05058, 0.60421, -0.23583)
H (1.59282, -0.61040, 1.69629)
N (1.73630, -1.14902, -0.39495)
C (2.13016, -0.36047, 0.76535)
C (-1.01237, -0.31644, -0.18735)
H (-3.62294, 1.46479, 0.14388)
C (-2.43307, 0.02557, -0.02971)
H (-0.30788, 1.64401, -0.16269)
C (1.39007, 0.25928, -0.36214)
S (-3.65667, -1.06880, 0.02242)
H (-0.77650, -1.37058, -0.23661)
H (3.17036, -0.09889, 0.90741)
H (2.53520, -1.31079, -1.01031)
H (1.95443, 0.94512, -0.98312)
O (-2.64933, 1.34238, 0.06738)

Output
* HOMO: -8.8 eV
* energy: -19669.681 eV
* structure (SMILES): OC(=S)/C=C/[C@H]1CN1
* Kohn-Sham gap: 8.66 eV
* multiplicity: 1

Atom charges from the Löwdin analysis, given in e for atoms 1 to 5: C -0.021; H 0.116; N 0.021; C -0.132; C -0.110



DFT (ωB97M-V/def2-TZVPD) results for CH2F3O4SSn as an isolated structure.

Positions of all 12 atoms, in Å:
O (1.94533, -0.85512, -0.04824)
O (1.47904, 0.07307, 2.14955)
O (-0.33160, -0.97470, 0.83481)
C (0.57853, 1.47557, -0.08401)
F (1.63666, 1.83755, -0.76824)
F (0.30012, 2.42579, 0.75623)
F (-0.49267, 1.36463, -0.79745)
Sn (-1.20151, -2.32945, 0.76228)
H (-1.30397, -1.13527, -1.88802)
H (-1.99667, -0.42490, -0.74459)
S (0.93057, -0.21884, 0.79478)
O (-1.54381, -1.23831, -0.96711)

Output
* HOMO: -15.1 eV
* energy: -34066.481 eV
* charge: +1
* Kohn-Sham gap: 8.78 eV
* multiplicity: 1

Atom charges from the Löwdin analysis, given in e for atoms 1 to 5: O -0.251; O -0.244; O -0.650; C -0.692; F 0.211



DFT (ωB97M-V/def2-TZVPD) results for a 2-piece molecular cluster, C6H10O overall.

Positions of all 17 atoms, in Å:
H (2.83746, 0.10148, -1.08686)
H (1.03763, -1.88736, 1.12832)
H (-2.07234, 0.03519, -1.03028)
H (-0.09558, 2.26403, 0.69673)
H (0.07709, 0.82400, -1.70435)
O (0.08218, 2.19859, -0.25142)
H (-4.05259, -2.08129, 0.47382)
C (2.46774, 0.32669, -0.07796)
C (-0.93781, -1.26444, 0.29335)
C (-0.03511, 0.83701, -0.61330)
H (2.59252, 1.40380, 0.07304)
H (-3.30372, -2.05962, 0.45768)
H (-1.83644, 0.59887, 0.60875)
C (-1.32948, 0.09028, -0.22681)
C (0.46406, -1.12708, 0.60049)
H (3.07855, -0.22618, 0.64052)
C (1.02585, -0.03397, 0.01828)

Output
* HOMO: -8.2 eV
* energy: -8427.193 eV
* Kohn-Sham gap: 7.74 eV
* multiplicity: 1

Atom charges from the Löwdin analysis, given in e for atoms 1 to 5: H 0.098; H 0.097; H 0.106; H 0.103; H 0.163



DFT (ωB97M-V/def2-TZVPD) results for an isolated ion of composition C5H11NO2 and charge +1.

Positions of all 19 atoms, in Å:
H (0.49794, -0.80734, 2.56448)
C (1.44899, -0.45986, 1.99824)
O (2.10444, -1.72136, 1.81126)
H (1.95488, -0.00710, 2.87795)
H (-0.83968, -0.83994, 0.92974)
H (-2.79407, 0.56286, -0.44594)
H (-0.49088, -1.33262, -0.68781)
H (2.38064, 0.88481, 0.96285)
C (0.72150, 0.25923, -0.25520)
H (-0.79096, 1.02774, -2.59175)
N (1.39532, 0.53171, 0.98019)
C (-0.64466, -0.41858, -0.11992)
H (2.86806, -1.64713, 1.20481)
O (1.27202, 0.69355, -1.29703)
H (-1.75914, -0.44183, -2.48087)
H (-2.42554, 1.25654, -2.61605)
C (-1.66882, 0.63227, -2.12877)
H (-1.51114, 1.39347, -0.04404)
C (-1.71890, 0.43358, -0.66213)

Output
* HOMO (alpha / beta): -15.2 / -15.1 eV
* ⟨S²⟩: 0.7586
* energy: -10937.247 eV
* charge: +1
* Kohn-Sham gap (alpha / beta): 10.43 / 5.71 eV
* multiplicity: 2

Atom charges from the Löwdin analysis, given in e for atoms 1 to 5: H 0.165; C -0.282; O -0.020; H 0.150; H 0.162



DFT (ωB97M-V/def2-TZVPD) results for one molecule with the formula C3H4N4O.

Positions of all 12 atoms, in Å:
C (0.53198, 1.43860, -0.03355)
N (0.85816, -1.40268, -0.17710)
C (1.75460, -0.58009, 0.19142)
C (-1.25713, -0.05965, -0.04974)
N (-0.77137, 1.18749, -0.47786)
H (0.84384, 2.41523, -0.23173)
H (2.76728, -0.95619, 0.54756)
N (-2.54150, -0.15852, 0.48956)
N (-0.47660, -1.18846, -0.36206)
O (1.80810, 0.73270, 0.26761)
H (-2.90274, 0.89350, 0.48321)
H (-0.83066, -2.07212, 0.10362)

Output
* HOMO: -9.2 eV
* energy: -11179.343 eV
* structure (SMILES): [H]/N=C1\N=COC=NN1
* Kohn-Sham gap: 8.49 eV
* multiplicity: 1

Atom charges from the Löwdin analysis, given in e for atoms 1 to 5: C 0.011; N 0.041; C -0.271; C -0.471; N 0.125